1.
{"formula": "C7H4IO3", "method": "ωB97M-V/def2-TZVPD", "symbols": ["C", "C", "C", "C", "C", "C", "C", "O", "O", "O", "I", "H", "H", "H", "H"], "coordinates": [[1.792, 0.587, 0.963], [1.635, 1.043, -0.414], [1.501, -0.525, 1.601], [0.515, 0.936, -1.146], [-1.980, -1.453, 0.922], [-0.845, -1.041, -0.009], [-0.700, 0.155, -0.852], [-3.013, -1.367, 0.172], [-1.780, -1.727, 2.092], [-0.801, -1.122, -1.420], [-2.450, 1.553, -1.090], [2.505, 1.180, 1.538], [2.406, 1.641, -0.889], [0.682, -1.080, 0.818], [0.534, 1.221, -2.286]], "nbo_charge": [-0.4493, -0.2002, 0.0123, -0.2290, 0.7042, 0.1050, 0.1271, -0.7003, -0.6802, -0.4645, -0.0248, 0.1930, 0.2084, 0.1891, 0.2094], "charge": -1, "spin_multiplicity": 3, "e_tot_ha": -792.33148}



2.
{"formula": "C8H11N3O", "method": "ωB97M-V/def2-TZVPD", "symbols": ["C", "C", "C", "C", "C", "C", "C", "C", "H", "H", "H", "H", "H", "H", "H", "H", "H", "H", "H", "N", "N", "N", "O"], "coordinates": [[2.099, -0.906, 0.392], [0.519, 1.905, -0.277], [-0.727, 0.931, -0.067], [-1.283, 0.170, -1.121], [-2.144, -0.790, -0.956], [-2.706, -1.045, 0.241], [-2.162, -0.327, 1.361], [-1.239, 0.671, 1.284], [1.801, -3.141, 0.207], [2.073, -1.991, -1.204], [3.123, 0.599, -1.196], [1.697, 1.483, 1.078], [0.359, 1.860, -1.385], [0.129, 3.021, 0.391], [-0.766, 0.204, -2.223], [-2.444, -1.182, -2.023], [-3.358, -1.871, 0.231], [-2.616, -0.033, 2.342], [-0.652, 1.223, 2.064], [2.396, -1.910, -0.351], [2.105, 0.280, -0.455], [1.796, 1.618, 0.130], [1.999, -0.770, 1.535]], "nbo_charge": [0.7439, -0.2089, -0.0191, -0.2178, -0.2315, -0.2206, -0.2306, -0.2196, 0.3597, 0.3768, 0.4040, 0.3551, 0.2041, 0.1842, 0.1991, 0.2159, 0.2217, 0.2280, 0.2231, -0.7312, -0.5843, -0.4622, -0.5898], "spin_multiplicity": 1, "e_above_lowest_kcal_mol": 159.6}



3.
{"formula": "C8H7GaO6", "method": "ωB97M-V/def2-TZVPD", "symbols": ["O", "C", "Ga", "O", "C", "C", "O", "C", "O", "C", "O", "H", "C", "C", "C", "O", "H", "H", "H", "H", "H", "H"], "coordinates": [[2.203, 1.056, -1.967], [1.518, 1.265, -0.986], [0.239, -0.305, -0.444], [1.045, -2.136, -3.069], [0.724, -1.574, -2.127], [0.402, 1.972, 1.118], [0.468, 3.029, 1.550], [-1.367, 0.875, -1.436], [-2.223, 1.439, -1.954], [1.726, -1.063, 0.906], [2.642, -1.431, 1.496], [1.687, 2.322, -0.435], [-2.763, -2.816, 1.501], [-1.767, -1.712, 1.457], [-1.348, -1.028, 2.706], [-1.349, -1.387, 0.303], [-3.114, -2.974, 2.525], [-2.304, -3.744, 1.127], [-3.616, -2.574, 0.850], [-0.255, -1.027, 2.838], [-1.717, 0.012, 2.729], [-1.798, -1.565, 3.556]], "nbo_charge": [-0.4523, -0.0118, 1.0162, -0.2392, 0.5833, 0.4780, -0.3716, 0.5614, -0.2843, 0.5457, -0.2670, 0.1938, -0.7369, 0.7436, -0.7547, -0.7065, 0.2657, 0.2971, 0.2983, 0.2583, 0.2965, 0.2864], "charge": 2, "spin_multiplicity": 1, "e_tot_ha": -2684.52078}



4.
{"formula": "C2H3N3O2", "method": "ωB97M-V/def2-TZVPD", "symbols": ["N", "C", "N", "O", "C", "O", "N", "H", "H", "H"], "coordinates": [[-1.688, -0.196, -0.094], [-0.660, -0.825, 0.566], [-0.447, -1.260, 1.725], [0.502, -1.386, 0.327], [1.889, 0.845, -0.583], [2.977, 0.502, -0.842], [0.724, 1.146, -0.364], [-1.460, 0.295, -0.950], [-2.444, -0.857, -0.213], [0.629, 1.756, 0.436]], "nbo_charge": [-0.8488, 0.6205, -0.1629, -0.4391, 0.9020, -0.4751, -0.8366, 0.4168, 0.4053, 0.4180], "spin_multiplicity": 1, "smiles": "NC1=NO1.N=C=O", "e_above_lowest_kcal_mol": 93.8}



5.
{"formula": "C25H30Cl4F5O8P2SeV", "method": "ωB97M-V/def2-TZVPD", "symbols": ["V", "C", "C", "C", "O", "P", "O", "C", "P", "O", "O", "C", "C", "C", "O", "C", "C", "C", "O", "C", "C", "C", "H", "H", "H", "H", "H", "H", "H", "H", "H", "H", "H", "H", "H", "H", "H", "H", "H", "H", "H", "H", "H", "H", "H", "H", "H", "H", "H", "H", "H", "H", "Cl", "C", "C", "Cl", "C", "Cl", "C", "O", "C", "O", "C", "Cl", "F", "C", "C", "F", "C", "F", "C", "Se", "C", "F", "C", "F"], "coordinates": [[-0.946, -0.668, -1.668], [4.807, -1.607, -0.425], [3.307, -1.380, -0.585], [2.496, -2.293, 0.319], [3.016, -0.001, -0.260], [1.873, 0.748, -1.109], [1.127, -0.161, -1.972], [1.000, 1.735, 0.147], [-0.174, 0.553, 0.923], [-0.394, -0.758, 0.287], [0.769, 0.089, 2.172], [0.971, 0.585, 3.482], [1.338, 2.067, 3.513], [-0.214, 0.301, 4.403], [-1.337, 1.316, 1.706], [-2.755, 1.124, 1.590], [-3.429, 2.454, 1.916], [-3.221, 0.010, 2.519], [2.580, 1.774, -2.113], [3.680, 2.656, -1.978], [4.995, 1.896, -2.095], [3.614, 3.464, -0.693], [5.022, -2.655, -0.615], [5.125, -1.362, 0.586], [5.372, -1.011, -1.137], [3.012, -1.561, -1.626], [2.627, -2.010, 1.359], [2.806, -3.324, 0.175], [1.441, -2.202, 0.069], [0.492, 2.566, -0.331], [1.706, 2.079, 0.896], [1.831, 0.001, 3.842], [0.551, 2.664, 3.057], [2.273, 2.229, 2.980], [1.477, 2.384, 4.545], [-1.055, 0.923, 4.116], [0.059, 0.520, 5.435], [-0.497, -0.746, 4.330], [-2.997, 0.828, 0.566], [-3.332, 2.690, 2.975], [-4.482, 2.397, 1.650], [-2.971, 3.255, 1.344], [-3.008, 0.260, 3.556], [-2.710, -0.913, 2.256], [-4.294, -0.133, 2.411], [3.579, 3.325, -2.841], [5.147, 1.303, -1.199], [5.822, 2.591, -2.214], [4.964, 1.241, -2.962], [3.711, 2.790, 0.155], [2.664, 3.987, -0.635], [4.421, 4.191, -0.675], [-4.969, 4.749, -1.657], [-4.296, 3.171, -1.845], [-5.038, 2.161, -2.435], [-6.625, 2.487, -3.021], [-4.478, 0.894, -2.585], [-5.365, -0.370, -3.346], [-3.193, 0.602, -2.123], [-2.650, -0.568, -2.235], [-2.432, 1.638, -1.487], [-1.246, 1.334, -1.041], [-3.000, 2.908, -1.404], [-2.031, 4.201, -0.775], [-2.361, -7.624, -0.343], [-1.894, -6.492, -0.917], [-0.887, -6.556, -1.885], [-0.383, -7.758, -2.238], [-0.418, -5.396, -2.460], [0.557, -5.471, -3.384], [-0.896, -4.117, -2.107], [-0.199, -2.577, -2.901], [-1.897, -4.091, -1.116], [-2.393, -2.901, -0.686], [-2.396, -5.246, -0.543], [-3.367, -5.188, 0.391]], "lowdin_spin": [0.9487, 0.0000, 0.0002, 0.0000, 0.0001, 0.0002, 0.0026, -0.0003, 0.0020, 0.0175, -0.0003, -0.0004, -0.0001, 0.0000, 0.0020, 0.0002, 0.0000, 0.0000, 0.0003, 0.0001, 0.0000, 0.0000, 0.0000, 0.0000, 0.0000, 0.0002, 0.0000, 0.0000, 0.0000, 0.0000, -0.0001, 0.0000, 0.0000, 0.0000, 0.0000, 0.0000, 0.0000, 0.0000, -0.0001, 0.0000, 0.0000, 0.0000, 0.0000, 0.0000, 0.0000, 0.0000, 0.0000, 0.0000, 0.0000, 0.0000, 0.0000, 0.0000, 0.0006, 0.0021, -0.0008, -0.0004, 0.0027, 0.0011, 0.0053, 0.0260, 0.0007, 0.0132, 0.0004, 0.0001, 0.0005, 0.0019, -0.0005, -0.0004, 0.0004, -0.0004, -0.0081, -0.0160, 0.0007, -0.0013, -0.0004, -0.0003], "charge": -1, "spin_multiplicity": 2, "e_tot_ha": -7941.09080}



6.
{"formula": "C5H9N", "method": "ωB97M-V/def2-TZVPD", "symbols": ["C", "N", "C", "C", "C", "C", "H", "H", "H", "H", "H", "H", "H", "H", "H"], "coordinates": [[0.489, 1.192, 1.851], [-0.013, 1.066, 0.559], [-0.394, -0.099, 0.172], [-0.569, -1.315, 0.830], [0.180, 0.071, -2.243], [-0.524, -0.677, -1.103], [1.131, 2.130, 1.814], [1.196, 0.320, 2.235], [-0.205, 1.481, 2.639], [0.235, -0.359, -3.265], [-0.070, -1.500, 1.800], [-1.313, -2.072, 0.498], [-0.232, 1.074, -2.331], [1.289, 0.069, -1.994], [-1.201, -1.381, -1.463]], "nbo_charge": [-0.3941, -0.6620, 0.1472, -0.6368, -0.6499, -0.3024, 0.1550, 0.1327, 0.1454, 0.1705, 0.1560, 0.1829, 0.1957, 0.1852, 0.1746], "charge": -1, "spin_multiplicity": 2, "e_above_lowest_kcal_mol": 35.6}